No. 1
{"formula": "C47H53BIrN10OS3", "method": "wB97M-V/def2-TZVPD", "species": ["Ir", "C", "C", "C", "C", "N", "N", "B", "N", "N", "C", "C", "C", "C", "C", "S", "C", "C", "C", "C", "N", "N", "C", "C", "C", "C", "C", "S", "C", "C", "C", "C", "C", "S", "C", "C", "C", "C", "H", "H", "H", "H", "H", "H", "H", "H", "H", "H", "H", "H", "H", "H", "H", "H", "H", "H", "H", "H", "H", "H", "H", "H", "H", "H", "H", "H", "H", "H", "H", "H", "H", "H", "H", "H", "H", "H", "H", "C", "O", "C", "C", "C", "C", "C", "C", "C", "N", "C", "C", "N", "C", "C", "C", "C", "N", "C", "C", "N", "C", "C", "C", "C", "H", "H", "H", "H", "H", "H", "H", "H", "H", "H", "H", "H", "H", "H"], "coordinates": [[-0.685, -0.581, 0.630], [0.892, 4.793, -1.415], [1.541, 3.421, -1.510], [2.147, 3.053, -2.676], [2.566, 1.697, -2.814], [2.392, 0.803, -1.897], [1.897, 1.182, -0.680], [1.857, 0.043, 0.302], [2.453, -1.295, -0.135], [3.763, -1.210, -0.499], [4.389, -2.311, -0.797], [3.743, -3.577, -0.706], [2.477, -3.703, -0.176], [1.811, -5.051, 0.044], [1.866, -2.459, 0.170], [0.378, -2.562, 1.116], [5.833, -2.307, -1.256], [6.630, -3.124, -0.223], [6.419, -0.895, -1.388], [5.827, -3.064, -2.600], [2.262, 0.444, 1.746], [3.593, 0.768, 1.776], [4.081, 1.130, 2.942], [3.338, 0.915, 4.129], [2.022, 0.531, 4.103], [1.137, 0.435, 5.301], [1.463, 0.393, 2.817], [-0.253, 0.496, 2.680], [5.456, 1.751, 2.963], [6.009, 1.895, 1.541], [6.310, 0.829, 3.859], [5.334, 3.125, 3.683], [1.552, 2.495, -0.398], [1.231, 3.266, 1.085], [3.178, 1.236, -4.151], [4.470, 2.050, -4.255], [2.181, 1.580, -5.294], [3.474, -0.246, -4.119], [0.776, 5.276, -2.394], [1.467, 5.479, -0.770], [-0.110, 4.714, -0.922], [2.282, 3.749, -3.517], [4.342, -4.439, -0.976], [2.327, -5.835, -0.517], [0.732, -5.030, -0.246], [1.854, -5.358, 1.118], [6.626, -2.635, 0.781], [7.699, -3.244, -0.517], [6.284, -4.179, -0.083], [6.767, -0.445, -0.428], [5.628, -0.213, -1.778], [7.298, -0.883, -2.062], [5.494, -4.097, -2.477], [6.852, -3.127, -3.013], [5.190, -2.591, -3.366], [3.829, 1.155, 5.078], [1.726, 0.183, 6.200], [0.462, -0.425, 5.150], [0.566, 1.358, 5.538], [6.171, 0.889, 1.071], [6.978, 2.432, 1.546], [5.304, 2.485, 0.918], [6.275, -0.255, 3.578], [5.991, 0.917, 4.920], [7.372, 1.159, 3.815], [4.645, 3.820, 3.146], [6.345, 3.606, 3.808], [4.947, 3.019, 4.730], [4.285, 3.122, -4.320], [5.005, 1.768, -5.206], [5.129, 1.878, -3.384], [1.906, 2.652, -5.372], [1.231, 1.021, -5.186], [2.651, 1.268, -6.252], [4.200, -0.505, -3.349], [3.918, -0.571, -5.090], [2.548, -0.831, -3.969], [-14.105, -1.563, 0.701], [-13.429, -0.258, 0.538], [-12.049, -0.284, 0.422], [-11.301, -1.465, 0.342], [-9.930, -1.382, 0.335], [-9.310, -0.131, 0.379], [-10.055, 1.062, 0.381], [-11.425, 0.991, 0.417], [-7.869, -0.161, 0.286], [-7.124, -1.260, 0.208], [-5.834, -0.865, 0.243], [-5.757, 0.549, 0.220], [-7.090, 0.945, 0.250], [-4.527, 1.284, 0.205], [-4.370, 2.686, 0.135], [-3.058, 3.140, 0.183], [-1.953, 2.253, 0.293], [-2.090, 0.924, 0.293], [-3.370, 0.439, 0.190], [-3.456, -0.976, 0.131], [-2.245, -1.610, -0.094], [-2.308, -2.936, -0.418], [-3.474, -3.694, -0.214], [-4.679, -3.083, 0.139], [-4.676, -1.704, 0.225], [-15.117, -1.311, 1.016], [-13.649, -2.124, 1.520], [-14.105, -2.164, -0.206], [-11.791, -2.432, 0.325], [-9.358, -2.309, 0.398], [-9.607, 2.055, 0.351], [-12.041, 1.859, 0.522], [-7.456, 1.883, 0.166], [-5.218, 3.347, 0.131], [-2.860, 4.204, 0.142], [-0.933, 2.618, 0.471], [-1.375, -3.383, -0.777], [-3.432, -4.786, -0.301], [-5.599, -3.586, 0.355]], "mulliken_charge": [1.41, -1.76, 0.14, -0.74, 0.12, -0.32, 0.97, -0.97, 0.50, -0.18, 0.12, -0.84, -0.42, -1.75, 1.28, -0.33, 1.90, -1.58, -1.09, -1.30, 0.47, -0.42, 0.13, -0.37, -0.57, -1.65, 0.76, -0.40, 1.83, -1.36, -1.45, -1.45, 0.69, 0.14, 1.76, -1.51, -1.53, -1.12, 0.46, 0.39, 0.30, 0.57, 0.48, 0.44, 0.31, 0.38, 0.31, 0.45, 0.33, 0.23, -0.01, 0.40, 0.33, 0.50, 0.18, 0.50, 0.44, 0.43, 0.35, -0.04, 0.53, 0.24, 0.25, 0.38, 0.46, 0.27, 0.42, 0.38, 0.39, 0.43, 0.26, 0.32, 0.36, 0.44, -0.32, 0.54, 0.31, -0.80, -0.31, 0.86, -0.40, -0.74, 0.70, -0.52, -0.79, 0.28, -0.70, 0.73, -0.03, -0.06, 0.37, -0.91, -1.17, 0.60, -0.45, 0.39, 0.10, -0.08, -0.09, -0.95, -0.39, 0.17, 0.27, 0.38, 0.37, 0.48, 0.45, 0.30, 0.51, 0.24, 0.51, 0.49, -0.05, 0.71, 0.42, 0.63], "charge": 4, "multiplicity": 6, "orbital_gap_ev": [5.60, 5.36], "e_above_lowest_kj_mol": 44.8}


No. 2
{"formula": "C47H53CsN4O3P2S", "method": "wB97M-V/def2-TZVPD", "species": ["Cs", "O", "C", "C", "C", "C", "C", "C", "C", "N", "C", "C", "N", "C", "C", "C", "C", "C", "C", "C", "O", "H", "H", "H", "H", "H", "H", "H", "H", "H", "H", "H", "H", "H", "H", "C", "C", "C", "C", "C", "O", "C", "N", "C", "C", "C", "C", "C", "C", "P", "C", "C", "C", "C", "C", "C", "C", "C", "C", "C", "C", "C", "H", "H", "H", "H", "H", "H", "H", "H", "H", "H", "H", "H", "H", "H", "H", "H", "H", "H", "H", "H", "H", "H", "H", "H", "C", "C", "P", "C", "C", "C", "C", "H", "H", "H", "H", "H", "H", "H", "H", "H", "H", "H", "H", "H", "H", "H", "S", "C", "N"], "coordinates": [[0.778, 0.390, -0.257], [1.290, -2.168, 0.614], [1.704, -3.303, 0.189], [2.183, -4.323, 1.061], [2.544, -5.574, 0.599], [2.473, -5.891, -0.756], [2.055, -4.901, -1.640], [1.704, -3.635, -1.203], [1.320, -2.566, -2.174], [2.026, -1.581, -2.550], [3.394, -1.457, -2.055], [3.760, -0.030, -1.661], [3.761, 0.882, -2.790], [4.168, 2.072, -2.616], [4.640, 2.743, -1.382], [5.846, 3.439, -1.454], [6.411, 4.065, -0.355], [5.718, 4.008, 0.858], [4.502, 3.372, 0.952], [3.878, 2.741, -0.169], [2.702, 2.252, -0.086], [2.235, -4.091, 2.120], [2.888, -6.323, 1.307], [2.748, -6.874, -1.115], [2.016, -5.114, -2.704], [0.314, -2.625, -2.606], [4.060, -1.763, -2.868], [3.586, -2.109, -1.196], [4.757, -0.046, -1.200], [3.094, 0.340, -0.882], [4.231, 2.677, -3.527], [6.362, 3.466, -2.410], [7.360, 4.580, -0.435], [6.141, 4.484, 1.738], [3.956, 3.358, 1.890], [2.250, -1.119, 4.425], [1.412, -0.332, 3.420], [1.957, 1.081, 3.247], [-0.052, -0.330, 3.842], [-0.660, -1.742, 3.873], [-1.980, -1.563, 3.319], [-1.926, -0.363, 2.680], [-0.919, 0.377, 2.882], [-3.094, -0.043, 1.822], [-3.943, 0.975, 2.227], [-5.036, 1.327, 1.447], [-5.271, 0.656, 0.260], [-4.429, -0.374, -0.140], [-3.330, -0.745, 0.628], [-2.042, -1.961, 0.091], [-2.572, -2.411, -1.605], [-2.567, -1.399, -2.569], [-2.864, -1.677, -3.894], [-3.120, -2.986, -4.282], [-3.089, -4.004, -3.340], [-2.824, -3.720, -2.006], [-2.528, -3.472, 1.015], [-3.835, -3.744, 1.415], [-4.128, -4.909, 2.104], [-3.120, -5.823, 2.394], [-1.819, -5.561, 1.994], [-1.523, -4.386, 1.314], [3.290, -1.165, 4.097], [1.895, -2.146, 4.538], [2.226, -0.638, 5.409], [1.446, -0.870, 2.468], [2.013, 1.592, 4.215], [1.325, 1.677, 2.589], [2.958, 1.062, 2.812], [-0.150, 0.176, 4.814], [-0.760, -2.178, 4.865], [-0.109, -2.419, 3.213], [-3.722, 1.508, 3.144], [-5.678, 2.144, 1.752], [-6.088, 0.950, -0.386], [-4.616, -0.858, -1.087], [-2.378, -0.367, -2.294], [-2.909, -0.862, -4.604], [-3.346, -3.209, -5.318], [-3.279, -5.028, -3.639], [-2.813, -4.524, -1.281], [-4.621, -3.032, 1.192], [-5.146, -5.109, 2.418], [-3.354, -6.734, 2.931], [-1.024, -6.264, 2.212], [-0.504, -4.175, 1.019], [1.000, 6.650, -0.139], [1.179, 5.174, 0.204], [-0.044, 3.969, -0.485], [-1.658, 4.778, -0.054], [-2.815, 3.779, -0.150], [0.110, 4.380, -2.288], [-0.537, 3.337, -3.202], [1.788, 7.248, 0.328], [0.037, 7.032, 0.210], [1.054, 6.820, -1.215], [1.171, 5.034, 1.289], [2.154, 4.812, -0.128], [-1.841, 5.652, -0.687], [-1.565, 5.138, 0.977], [-2.939, 3.377, -1.156], [-3.763, 4.239, 0.141], [-2.638, 2.929, 0.511], [1.185, 4.424, -2.489], [-0.303, 5.374, -2.480], [-0.057, 2.365, -3.074], [-0.427, 3.622, -4.250], [-1.602, 3.204, -3.000], [-5.473, 1.676, -5.101], [-4.466, 1.632, -3.786], [-3.759, 1.581, -2.858]], "mulliken_charge": [1.62, 0.41, -0.88, -0.29, -0.39, -0.83, -0.39, 0.74, -0.90, -0.33, -0.56, 0.59, -0.52, -0.76, 0.46, -0.40, -0.70, -0.55, -0.18, -0.16, -0.44, 0.27, 0.38, 0.33, 0.39, 0.36, 0.36, 0.21, 0.41, -1.14, 0.41, 0.37, 0.34, 0.38, 0.37, -1.97, 2.50, -1.46, 0.10, -0.60, -0.31, -0.72, -0.48, 0.78, -0.16, -0.77, -0.62, -0.66, -0.54, 2.59, 0.31, -0.35, -0.56, -0.77, -0.55, -0.62, -0.24, -0.44, -0.70, -0.52, -0.74, -0.15, 0.42, 0.39, 0.44, -1.07, 0.35, 0.17, 0.36, 0.56, 0.24, 0.17, 0.45, 0.36, 0.42, 0.47, 0.47, 0.44, 0.35, 0.39, 0.37, 0.39, 0.37, 0.34, 0.47, 0.17, -1.43, -0.24, 0.88, -0.82, -0.97, -0.74, -1.19, 0.45, 0.27, 0.28, 0.40, -0.19, 0.52, 0.42, 0.16, 0.44, 0.10, 0.35, 0.46, 0.19, 0.38, 0.31, -0.53, -0.07, -0.25], "charge": -2, "orbital_gap_ev": 6.15, "e_above_lowest_kj_mol": 35.5}


No. 3
{"formula": "C47H53CsN4O3P2S", "method": "wB97M-V/def2-TZVPD", "species": ["Cs", "O", "C", "C", "C", "C", "C", "C", "C", "N", "C", "C", "N", "C", "C", "C", "C", "C", "C", "C", "O", "H", "H", "H", "H", "H", "H", "H", "H", "H", "H", "H", "H", "H", "H", "C", "C", "C", "C", "C", "O", "C", "N", "C", "C", "C", "C", "C", "C", "P", "C", "C", "C", "C", "C", "C", "C", "C", "C", "C", "C", "C", "H", "H", "H", "H", "H", "H", "H", "H", "H", "H", "H", "H", "H", "H", "H", "H", "H", "H", "H", "H", "H", "H", "H", "H", "C", "C", "P", "C", "C", "C", "C", "H", "H", "H", "H", "H", "H", "H", "H", "H", "H", "H", "H", "H", "H", "H", "S", "C", "N"], "coordinates": [[-0.069, 1.044, -0.228], [0.593, 3.174, 1.131], [-0.047, 4.232, 1.479], [0.400, 5.127, 2.494], [-0.316, 6.254, 2.851], [-1.526, 6.577, 2.234], [-1.993, 5.729, 1.236], [-1.290, 4.592, 0.867], [-1.759, 3.707, -0.234], [-2.623, 2.781, -0.213], [-3.382, 2.485, 1.005], [-2.617, 1.616, 2.015], [-2.067, 0.349, 1.530], [-2.732, -0.517, 0.862], [-4.132, -0.682, 0.495], [-5.194, -0.272, 1.308], [-6.509, -0.543, 0.991], [-6.770, -1.259, -0.195], [-5.760, -1.693, -1.012], [-4.368, -1.434, -0.720], [-3.437, -1.822, -1.471], [1.337, 4.890, 2.981], [0.073, 6.901, 3.632], [-2.083, 7.462, 2.516], [-2.927, 5.954, 0.729], [-1.256, 3.843, -1.205], [-4.284, 1.969, 0.685], [-3.671, 3.401, 1.530], [-3.274, 1.457, 2.876], [-1.762, 2.198, 2.374], [-2.115, -1.328, 0.453], [-4.974, 0.259, 2.229], [-7.316, -0.221, 1.638], [-7.800, -1.475, -0.467], [-5.971, -2.246, -1.920], [0.078, -3.685, -1.844], [1.504, -4.225, -1.854], [1.690, -5.336, -0.823], [2.520, -3.091, -1.663], [3.940, -3.417, -2.163], [4.799, -3.150, -1.019], [3.963, -2.748, -0.030], [2.719, -2.730, -0.249], [4.613, -2.326, 1.228], [5.893, -2.806, 1.495], [6.556, -2.445, 2.654], [5.937, -1.583, 3.546], [4.671, -1.087, 3.272], [3.978, -1.439, 2.113], [2.275, -0.799, 1.713], [1.263, -2.085, 2.550], [0.066, -2.433, 1.935], [-0.799, -3.352, 2.514], [-0.460, -3.946, 3.720], [0.738, -3.611, 4.344], [1.591, -2.684, 3.764], [2.173, 0.579, 2.943], [1.173, 0.688, 3.903], [1.117, 1.795, 4.744], [2.065, 2.799, 4.641], [3.048, 2.717, 3.661], [3.084, 1.629, 2.808], [-0.656, -4.476, -2.012], [-0.062, -2.926, -2.616], [-0.157, -3.223, -0.882], [1.708, -4.641, -2.847], [1.479, -4.962, 0.182], [2.713, -5.725, -0.827], [1.012, -6.167, -1.030], [2.144, -2.208, -2.180], [4.256, -2.781, -2.984], [4.067, -4.463, -2.447], [6.356, -3.467, 0.774], [7.548, -2.830, 2.859], [6.439, -1.285, 4.459], [4.215, -0.405, 3.977], [-0.194, -1.977, 0.989], [-1.731, -3.595, 2.019], [-1.127, -4.667, 4.177], [1.007, -4.073, 5.287], [2.518, -2.425, 4.264], [0.422, -0.087, 3.992], [0.322, 1.872, 5.476], [2.015, 3.663, 5.293], [3.764, 3.521, 3.541], [3.832, 1.590, 2.023], [0.555, 3.020, -5.604], [0.646, 2.399, -4.212], [-0.849, 1.533, -3.545], [-2.199, 2.667, -4.140], [-3.569, 2.395, -3.511], [-0.989, 0.143, -4.750], [-2.255, -0.702, -4.584], [1.529, 3.407, -5.913], [-0.157, 3.847, -5.636], [0.248, 2.286, -6.351], [0.921, 3.163, -3.477], [1.435, 1.642, -4.184], [-2.256, 2.609, -5.232], [-1.881, 3.685, -3.892], [-3.965, 1.426, -3.813], [-4.292, 3.159, -3.811], [-3.501, 2.393, -2.423], [-0.101, -0.468, -4.576], [-0.913, 0.530, -5.771], [-2.464, -0.949, -3.540], [-2.151, -1.645, -5.127], [-3.132, -0.192, -4.988], [3.710, -2.301, -5.908], [2.875, -1.355, -4.822], [2.292, -0.692, -4.056]], "mulliken_charge": [2.52, -0.71, -0.24, -0.51, -0.56, -0.82, -0.01, 0.44, -0.58, -0.29, -0.90, -1.10, -0.84, 0.78, 0.03, -0.20, -0.82, -0.48, -0.67, 0.27, -0.83, 0.32, 0.37, 0.35, 0.42, 0.28, 0.73, 0.40, 0.29, 0.24, 0.22, 0.31, 0.40, 0.31, 0.38, -1.32, 0.61, -1.56, 0.09, -0.32, -0.52, 0.30, -0.05, -0.27, -0.70, -0.64, -0.84, -0.40, -0.02, 0.51, 0.02, 0.98, -0.69, -0.78, -0.71, 0.03, 0.52, -0.69, -0.47, -0.40, -0.65, -0.25, 0.45, 0.33, -0.07, 0.47, 0.15, 0.36, 0.50, 0.19, 0.22, 0.23, 0.51, 0.38, 0.42, 0.41, -0.21, 0.54, 0.35, 0.37, 0.36, 0.27, 0.36, 0.29, 0.34, 0.50, -1.39, -0.41, 0.68, -0.98, -0.87, -0.28, -1.44, 0.41, 0.28, 0.29, 0.37, 0.31, 0.51, 0.45, 0.25, 0.39, -0.01, 0.00, 0.31, 0.26, 0.42, 0.39, -0.53, 0.19, -0.61], "charge": -2, "orbital_gap_ev": 5.83, "e_above_lowest_kj_mol": 98.0}